(1)
{
  "formula": "C52H67Cl7F3N3O4PS4SbSi3Y",
  "method": "ωB97M-V/def2-TZVPD",
  "gap_ha": [0.1895, 0.1508],
  "lumo_energy_ha": [0.115, 0.077],
  "homo_ev": [-2.03, -2.00],
  "total_charge": -2,
  "multiplicity": 2,
  "s_squared": 0.76,
  "species": ["Y", "S", "Sb", "S", "S", "C", "O", "Si", "C", "C", "C", "Si", "C", "C", "C", "Si", "C", "C", "C", "H", "H", "H", "H", "H", "H", "H", "H", "H", "H", "H", "H", "H", "H", "H", "H", "H", "H", "H", "H", "H", "H", "H", "H", "H", "H", "H", "Cl", "C", "C", "Cl", "C", "Cl", "C", "O", "C", "O", "C", "Cl", "Cl", "C", "C", "C", "C", "C", "C", "N", "C", "C", "N", "C", "O", "C", "C", "C", "Cl", "S", "C", "C", "C", "Cl", "C", "H", "H", "H", "H", "H", "H", "H", "H", "H", "H", "H", "H", "H", "F", "C", "F", "F", "C", "C", "C", "N", "C", "C", "H", "H", "H", "H", "C", "C", "C", "C", "P", "C", "C", "C", "C", "C", "C", "C", "C", "C", "C", "H", "H", "H", "H", "H", "H", "H", "H", "H", "H", "H", "H", "H", "H", "H", "H", "H", "H", "H", "H", "H", "H", "H"],
  "coordinates": [[0.0291, -0.8980, 0.1083], [3.1364, -1.4858, 4.4657], [2.7197, -1.7569, 2.2212], [2.0765, 0.3428, 1.2381], [0.5815, -2.7785, 1.9048], [1.6018, 0.7142, -2.8306], [0.9109, 1.1936, -1.6667], [1.0024, 2.8634, -1.3367], [0.8491, 3.7090, -3.0342], [2.8105, 3.1839, -0.8966], [-0.2098, 3.3417, -0.1288], [0.3443, 4.4831, 1.1538], [1.8123, 4.0147, 2.2352], [0.8251, 6.1700, 0.3668], [-0.9525, 4.9544, 2.4468], [-1.9105, 3.4218, -0.7418], [-2.1180, 2.5960, -2.4366], [-2.4243, 5.2431, -0.9989], [-3.3516, 2.7373, 0.2629], [1.1297, 1.0802, -3.7499], [1.5734, -0.3705, -2.8406], [2.6532, 1.0532, -2.8303], [1.8414, 3.9120, -3.4619], [0.3295, 4.6694, -2.9173], [0.2836, 3.1172, -3.7641], [3.4634, 3.0434, -1.7688], [3.1389, 2.4992, -0.1028], [2.9493, 4.2154, -0.5387], [2.6717, 3.6742, 1.6464], [1.5490, 3.1959, 2.9165], [2.1269, 4.8815, 2.8347], [1.0657, 6.0363, -0.6955], [1.6943, 6.6410, 0.8615], [-0.0194, 6.8750, 0.4310], [-1.2027, 4.1088, 3.1037], [-1.8838, 5.3244, 1.9955], [-0.5431, 5.7559, 3.0807], [-1.8630, 3.2704, -3.2612], [-3.1576, 2.2684, -2.5743], [-1.4830, 1.6987, -2.5153], [-1.7580, 5.7362, -1.7227], [-2.3588, 5.8002, -0.0530], [-3.4629, 5.3242, -1.3680], [-3.0741, 1.8831, 0.8891], [-4.1082, 2.3793, -0.4417], [-3.8197, 3.5055, 0.8914], [-5.2211, -0.5737, -4.7203], [-3.6842, -0.8146, -3.9437], [-2.5925, -1.2354, -4.6815], [-2.7311, -1.5110, -6.3913], [-1.3698, -1.4648, -4.0211], [0.0055, -2.1026, -4.8806], [-1.2170, -1.2410, -2.6542], [-0.1131, -1.5103, -2.0093], [-2.3238, -0.7359, -1.9003], [-2.1495, -0.5232, -0.6139], [-3.5447, -0.5932, -2.5577], [-4.9332, -0.1845, -1.5942], [2.8947, -2.3393, -7.7218], [3.8644, -2.0810, -6.3022], [3.7278, -0.9154, -5.5733], [4.5165, -0.7286, -4.4496], [5.4305, -1.6843, -4.0191], [6.2551, -1.4591, -2.7637], [5.7743, -2.3569, -1.6047], [4.3354, -2.5642, -1.5981], [3.6814, -3.6964, -2.0500], [2.3619, -3.5017, -1.7717], [2.1887, -2.2907, -1.1395], [3.3900, -1.7759, -1.0218], [6.3424, -0.0831, -2.4330], [5.3372, 0.4931, -1.5929], [5.5983, 1.9596, -1.5197], [5.7161, 2.6645, -0.3664], [5.5961, 2.0624, 1.2275], [5.9442, 4.3421, -0.6394], [5.9133, 4.1123, -2.3357], [5.7197, 2.8102, -2.6612], [5.5495, -2.8332, -4.7955], [6.7233, -4.0710, -4.4020], [4.7799, -3.0456, -5.9261], [3.0096, -0.1622, -5.8772], [4.4137, 0.1945, -3.8894], [7.2838, -1.7393, -2.9817], [6.0900, -1.9140, -0.6632], [6.2473, -3.3264, -1.6837], [4.2026, -4.5055, -2.5436], [1.5175, -4.1299, -2.0196], [3.5862, -0.7997, -0.6016], [5.3746, 0.0760, -0.5879], [4.3355, 0.3156, -1.9900], [6.0248, 4.9613, -2.9995], [5.6685, 2.4443, -3.6814], [4.8958, -3.9517, -6.5051], [-4.7280, -7.1623, -1.6388], [-3.4914, -7.3096, -1.1262], [-3.6128, -7.9991, 0.0338], [-2.7878, -8.0934, -1.9741], [-2.8097, -5.9961, -0.9078], [-3.4915, -4.8061, -1.0494], [-2.8000, -3.6240, -0.8057], [-1.5151, -3.5893, -0.4465], [-0.8716, -4.7552, -0.3124], [-1.4772, -5.9812, -0.5310], [-4.5357, -4.7811, -1.3337], [-3.3051, -2.6667, -0.8883], [0.1610, -4.6919, 0.0068], [-0.9205, -6.9023, -0.3971], [-0.7992, -2.2708, 5.3478], [-1.3286, -0.8450, 5.1595], [-1.9634, -0.3888, 6.4688], [-0.1574, 0.1037, 4.8419], [-2.3912, -0.7080, 3.5793], [-3.4998, 0.6945, 4.0806], [-4.5479, 0.6655, 5.0115], [-5.2987, 1.7994, 5.2874], [-5.0035, 3.0095, 4.6612], [-3.9368, 3.0724, 3.7804], [-3.2006, 1.9244, 3.4932], [-3.5865, -2.1687, 3.3559], [-4.4303, -1.7193, 2.1485], [-4.5058, -2.5926, 4.5062], [-2.7759, -3.3954, 2.9248], [0.0303, -2.2570, 6.0695], [-0.4008, -2.6807, 4.4183], [-1.5803, -2.9386, 5.7296], [-1.2063, -0.4767, 7.2605], [-2.8191, -1.0098, 6.7556], [-2.2869, 0.6500, 6.4332], [0.6127, 0.0300, 5.6209], [-0.4960, 1.1451, 4.7838], [0.3175, -0.1456, 3.8930], [-4.7681, -0.2334, 5.5632], [-6.1083, 1.7444, 6.0093], [-5.5963, 3.8938, 4.8673], [-3.6739, 4.0101, 3.3017], [-2.3752, 1.9831, 2.7898], [-5.0465, -0.8478, 2.3856], [-5.0968, -2.5384, 1.8369], [-3.7984, -1.4542, 1.2941], [-5.3515, -1.9172, 4.6259], [-3.9680, -2.6686, 5.4593], [-4.9163, -3.5863, 4.2793], [-3.4642, -4.1544, 2.5241], [-2.2206, -3.8422, 3.7543], [-2.0611, -3.1469, 2.1428]],
  "lowdin_spin": [0.01, 0.45, 0.25, 0.11, 0.10, 0.00, 0.00, 0.00, 0.00, 0.00, 0.01, 0.00, 0.00, 0.00, 0.00, 0.00, 0.00, 0.00, 0.00, 0.00, 0.00, 0.00, 0.00, 0.00, 0.00, 0.00, 0.00, 0.00, 0.00, 0.00, 0.00, 0.00, 0.00, 0.00, 0.00, 0.00, 0.00, 0.00, 0.00, 0.00, 0.00, 0.00, 0.00, 0.00, 0.00, 0.00, 0.00, 0.00, 0.00, 0.00, 0.00, 0.00, 0.00, 0.00, 0.00, 0.00, 0.00, 0.00, 0.00, 0.00, 0.00, 0.00, 0.00, 0.00, 0.00, 0.00, 0.00, 0.00, 0.01, 0.01, 0.00, 0.00, 0.00, 0.00, 0.00, 0.00, 0.00, 0.00, 0.00, 0.00, 0.00, 0.00, 0.00, 0.00, 0.00, 0.00, 0.00, 0.00, 0.00, 0.00, 0.00, 0.00, 0.00, 0.00, 0.00, 0.00, 0.00, 0.00, 0.00, 0.00, 0.00, 0.00, 0.00, 0.00, 0.00, 0.00, 0.00, 0.00, 0.00, 0.00, 0.00, 0.01, 0.00, 0.00, 0.00, 0.00, 0.00, 0.00, 0.00, 0.00, 0.00, 0.00, 0.00, 0.00, 0.00, 0.00, 0.00, 0.00, 0.00, 0.01, 0.00, 0.00, 0.00, 0.00, 0.00, 0.00, 0.00, 0.00, 0.00, 0.00, 0.00, 0.00, 0.00, 0.00, 0.00, 0.00]
}

(2)
{
  "formula": "C37H51FeN13O4",
  "method": "ωB97M-V/def2-TZVPD",
  "gap_ha": [0.3101, 0.2319],
  "lumo_energy_ha": [-0.059, -0.150],
  "e_above_lowest_kj_mol": 0.0,
  "homo_ev": [-10.06, -10.39],
  "total_charge": 1,
  "multiplicity": 6,
  "s_squared": 8.80,
  "species": ["Fe", "C", "C", "C", "C", "C", "N", "C", "C", "C", "C", "C", "C", "C", "N", "C", "C", "C", "N", "C", "C", "N", "C", "C", "C", "N", "H", "H", "H", "H", "H", "H", "H", "H", "H", "H", "H", "H", "H", "H", "H", "H", "H", "H", "C", "C", "C", "C", "N", "N", "C", "H", "H", "H", "H", "H", "H", "H", "H", "O", "N", "O", "O", "C", "N", "C", "C", "O", "N", "C", "C", "H", "H", "H", "H", "H", "H", "H", "H", "H", "H", "H", "H", "C", "C", "N", "C", "N", "C", "C", "C", "N", "C", "H", "H", "H", "H", "H", "H", "H", "H", "H", "H", "H", "H", "H"],
  "coordinates": [[0.3720, 0.4940, 0.1959], [-6.0626, 0.8765, 1.0044], [-4.6552, 0.5528, 1.4168], [-4.2542, -0.7574, 1.6580], [-2.9492, -1.0555, 1.9944], [-1.9850, -0.0536, 2.0899], [-0.6217, -0.3126, 2.2819], [-0.2498, -1.0528, 3.3330], [-1.1523, -1.3738, 4.3918], [-0.7857, -2.1311, 5.4699], [0.5295, -2.5875, 5.6001], [0.9630, -3.3809, 6.7948], [1.4500, -2.2234, 4.6222], [1.1050, -1.4808, 3.5057], [2.1271, -1.2155, 2.5685], [3.2622, -1.9536, 2.4502], [4.1180, -1.2788, 1.6301], [3.4092, -0.1223, 1.2766], [2.2083, -0.0817, 1.8256], [-2.3920, 1.2617, 1.8493], [-3.7031, 1.5597, 1.5269], [-1.4666, 2.3125, 2.0684], [-1.7028, 3.4563, 2.7459], [-0.5006, 4.1021, 2.8893], [0.4242, 3.2561, 2.2645], [-0.1624, 2.1824, 1.7571], [-6.7468, 0.0763, 1.2781], [-6.1211, 1.0066, -0.0777], [-6.4093, 1.8001, 1.4668], [-4.9674, -1.5633, 1.5506], [-2.6438, -2.0869, 2.1059], [-2.1534, -0.9748, 4.3385], [-1.5067, -2.3461, 6.2475], [0.1214, -3.9077, 7.2402], [1.3843, -2.7240, 7.5586], [1.7286, -4.1087, 6.5294], [2.4821, -2.5042, 4.7715], [3.3749, -2.9057, 2.9335], [5.1001, -1.5809, 1.3170], [3.7139, 0.6571, 0.6075], [-3.9875, 2.5914, 1.3591], [-2.6854, 3.6904, 3.1141], [-0.3109, 5.0315, 3.3929], [1.4867, 3.3785, 2.1766], [2.9814, 1.4736, -4.5251], [2.8298, 1.8697, -3.0974], [3.4008, 2.8805, -2.3557], [2.8832, 2.7348, -1.0561], [2.0612, 1.6867, -0.9967], [2.0621, 1.1784, -2.2418], [3.1644, 3.6239, 0.1095], [3.2165, 2.3434, -5.1339], [2.0653, 1.0241, -4.9082], [3.7916, 0.7525, -4.6450], [4.0757, 3.6396, -2.7078], [1.4434, 0.4133, -2.4598], [4.0815, 4.1840, -0.0627], [3.2811, 3.0571, 1.0304], [2.3566, 4.3427, 0.2504], [-0.7730, -2.1986, -1.9655], [-1.5568, -1.8640, -1.0664], [-2.5307, -2.5340, -0.7773], [-1.3714, -0.7563, -0.4603], [2.2818, -3.7857, -2.7391], [2.5717, -2.7688, -1.7398], [3.4711, -1.7296, -2.1915], [1.7207, -2.5123, -0.7022], [1.4388, -1.3436, -0.3728], [1.2556, -3.5941, -0.0367], [1.8981, -4.8944, -0.0569], [0.0799, -3.5057, 0.8039], [2.2341, -3.3071, -3.7202], [1.3122, -4.2387, -2.5582], [3.0513, -4.5607, -2.7720], [4.4300, -2.1793, -2.4572], [3.6237, -0.9980, -1.4020], [3.0789, -1.2262, -3.0813], [2.9591, -4.7929, -0.2748], [1.4447, -5.5813, -0.7746], [1.7927, -5.3359, 0.9354], [-0.2818, -2.4845, 0.8166], [0.3271, -3.8126, 1.8232], [-0.7090, -4.1571, 0.4215], [-2.3101, 0.7343, -5.0861], [-2.0106, -0.3070, -4.0300], [-1.0804, 0.2859, -3.0858], [-1.3059, 1.5102, -2.5318], [-0.6286, 1.8521, -1.4645], [-0.6437, 3.2876, -1.1958], [-2.0592, 3.8308, -1.2852], [-2.5005, 3.6640, -2.7194], [-2.1505, 2.3388, -3.2134], [-2.9130, 1.9372, -4.3918], [-3.0037, 0.3564, -5.8363], [-1.3808, 1.0140, -5.5865], [-1.5403, -1.1953, -4.4476], [-2.9373, -0.6246, -3.5347], [-0.6353, -0.3814, -2.4674], [-0.0073, 3.8122, -1.9236], [-0.2137, 3.4711, -0.2221], [-2.1246, 4.8787, -0.9914], [-2.6972, 3.2409, -0.6239], [-2.0087, 4.4154, -3.3488], [-3.5799, 3.8031, -2.8315], [-2.9536, 2.7952, -5.0677], [-3.9434, 1.7152, -4.0880]],
  "lowdin_spin": [3.79, 0.01, 0.03, -0.01, 0.04, 0.03, 0.41, 0.03, 0.12, -0.01, 0.14, 0.03, -0.02, 0.12, 0.02, 0.01, 0.01, 0.02, 0.02, 0.03, 0.00, 0.00, 0.01, 0.00, 0.01, 0.03, 0.00, 0.00, 0.00, 0.00, 0.00, 0.00, 0.00, 0.00, 0.01, 0.00, 0.00, 0.00, 0.00, 0.00, 0.00, 0.00, 0.00, 0.00, 0.00, 0.00, 0.00, 0.00, 0.02, 0.00, 0.00, 0.00, 0.00, 0.00, 0.00, 0.00, 0.00, 0.00, 0.00, 0.00, 0.00, 0.00, 0.03, 0.00, 0.00, 0.00, 0.00, 0.02, 0.00, 0.00, 0.00, 0.00, 0.00, 0.00, 0.00, 0.00, 0.00, 0.00, 0.00, 0.00, 0.00, 0.00, 0.00, 0.00, 0.00, 0.00, 0.00, 0.03, 0.00, 0.00, 0.00, 0.00, 0.00, 0.00, 0.00, 0.00, 0.00, 0.00, 0.00, 0.00, 0.00, 0.00, 0.00, 0.00, 0.00, 0.00]
}

Listing F_max for the structures above in their given order: 0.03836 0.01465 Eh/bohr.